No. 1
# C3H4N2O

C3H4N2O in the gas phase (ωB97M-V with the def2-TZVPD basis set, the Open Molecules 2025 dataset).

Structure (XYZ):
```
10
Properties=species:S:1:pos:R:3
N -0.95759 1.48122 0.39862
C -0.23655 0.36450 0.01682
C -0.15029 -0.40434 -1.09798
N 0.82026 -1.38037 -0.88776
C 1.26154 -1.15133 0.29538
O 0.65973 -0.10408 0.92408
H -0.81121 1.72159 1.37153
H -1.94140 1.44690 0.16387
H -0.69579 -0.32720 -2.02758
H 2.05130 -1.64690 0.84302
```

Output
- Total charge: 0
- ΔE to the lowest compared entry with this formula, charge and spin: 20.1 kcal/mol
- SMILES: Nc1cnco1

No. 2
# C3H4N2O

C3H4N2O in the gas phase (ωB97M-V with the def2-TZVPD basis set, the Open Molecules 2025 dataset).

Structure (XYZ):
```
10
Properties=species:S:1:pos:R:3
C -0.04775 -1.12378 1.15582
C 0.70129 -0.42895 0.04927
C -0.58411 0.47564 -0.51512
N -0.64174 -1.90430 1.77780
N -1.21739 0.28007 -1.56342
O 1.68652 0.41814 0.50018
H -0.79020 1.31500 0.25577
H 1.47860 -1.16784 -0.35582
H -1.79081 0.95938 -1.98738
H 1.20558 1.17664 0.68290
```

Output
- Total charge: 0
- ΔE to the lowest compared entry with this formula, charge and spin: 78.5 kcal/mol
- SMILES: [H]/N=C/[C@@H](O)C#N

No. 3
# C3H4N2O

2 unconnected molecules or ions with the total composition C3H4N2O (ωB97M-V with the def2-TZVPD basis set, the Open Molecules 2025 dataset).

Structure (XYZ):
```
10
Properties=species:S:1:pos:R:3
N -0.57063 1.87999 0.89339
C -0.26139 0.87430 1.50363
O -0.04634 -0.16613 1.98501
C 0.29853 -1.87948 -0.83807
C 0.23759 -0.66662 -1.33357
N 0.19498 0.44368 -1.85647
H -0.30415 2.82709 1.08443
H -0.06685 1.18749 -1.20476
H -0.58877 -2.50192 -0.80925
H 1.22469 -2.24633 -0.40952
```

Output
- Total charge: 0
- ΔE to the lowest compared entry with this formula, charge and spin: 41.6 kcal/mol
- SMILES: C=C=N.N=C=O

No. 4
# C3H4N2O

A molecular structure, C3H4N2O (ωB97M-V with the def2-TZVPD basis set, the Open Molecules 2025 dataset).

Structure (XYZ):
```
10
Properties=species:S:1:pos:R:3
O 1.44999 -0.04870 -1.66747
C 0.49264 -0.39045 -0.78917
C -0.41703 -1.16803 -0.29067
C -0.96038 -0.19394 1.38418
N -0.30787 0.86202 1.30934
N 0.44556 1.19537 0.30495
H 1.61455 -0.68373 -2.37841
H -1.01653 -2.06902 -0.31591
H -1.81395 -0.28044 2.09469
H 1.30879 1.60008 0.70985
```

Output
- Total charge: 0
- ΔE to the lowest compared entry with this formula, charge and spin: 132.8 kcal/mol

No. 5
# C3H4N2O

C3H4N2O in the gas phase (ωB97M-V with the def2-TZVPD basis set, the Open Molecules 2025 dataset).

Structure (XYZ):
```
10
Properties=species:S:1:pos:R:3
N 0.65286 -0.67264 -0.50128
C 1.25649 -0.18494 0.57905
O 0.63252 0.78468 1.12769
C -0.60311 0.98784 0.42661
C -0.67898 -0.12457 -0.47505
N -1.77821 -0.61656 -0.89779
H 1.02184 -1.44656 -1.03834
H 2.14324 -0.58180 1.04557
H -0.64536 1.99052 0.01337
H -2.31519 0.03151 -0.27509
```

Output
- Total charge: 0
- ΔE to the lowest compared entry with this formula, charge and spin: 86.4 kcal/mol

No. 6
# C3H4N2O

A molecular structure, C3H4N2O (ωB97M-V with the def2-TZVPD basis set, the Open Molecules 2025 dataset).

Structure (XYZ):
```
10
Properties=species:S:1:pos:R:3
O 2.41916 0.40060 -0.28865
C 0.06599 0.29260 -0.16262
N 0.04563 -1.10025 -0.09373
N -1.27556 -1.08597 -0.14442
C -1.66890 0.16128 -0.16888
C 1.19682 1.03867 -0.23095
H 2.52880 -0.13167 -1.08988
H -1.81468 -1.93862 -0.13282
H -2.77543 0.28236 -0.26726
H 1.29902 2.09908 0.00349
```

Output
- Total charge: 0
- ΔE to the lowest compared entry with this formula, charge and spin: 138.7 kcal/mol

no.,strongest force on any atom (Eh/bohr),energy (eV)
1,0.007,-8203.0156
2,0.065,-8200.4796
3,0.017,-8202.0819
4,0.055,-8198.1252
5,0.036,-8200.1405
6,0.035,-8197.8698